# 1
This record from the OMol25 dataset describes an isolated molecule of C3H5NO2. The level of theory is ωB97M-V/def2-TZVPD.

Positions of all 11 atoms, in Å:
N 1.340 1.055 -0.031
C 1.439 -0.073 -0.585
O 0.370 -0.853 -0.847
C -0.675 -0.777 0.115
C -1.369 0.559 0.313
O -2.007 0.741 1.322
H 2.265 1.466 0.077
H 2.370 -0.562 -0.879
H -0.293 -1.096 1.090
H -1.417 -1.502 -0.226
H -1.324 1.308 -0.499

Results
**Net charge**: 0
**HOMO-LUMO gap**: 10.653 eV
**SMILES string**: [H]/N=C/OCC=O
**Calculated total energy**: -322.509890 Eh
**2S+1**: 1


# 2
This record from the OMol25 dataset describes an isolated molecule of C3H5NO2 in a non-equilibrium geometry. The level of theory is ωB97M-V/def2-TZVPD.

Positions of all 11 atoms, in Å:
O 1.656 0.326 0.487
C 0.668 -0.462 -0.148
C -0.654 0.197 0.243
O -0.642 1.559 -0.092
C -1.770 -0.459 -0.462
N -2.625 -1.012 -1.009
H 2.496 -0.145 0.487
H 0.772 -0.442 -1.241
H 0.686 -1.503 0.195
H -0.804 0.054 1.324
H 0.217 1.886 0.215

Results
**Net charge**: 0
**HOMO-LUMO gap**: 11.430 eV
**SMILES string**: N#C[C@H](O)CO
**Calculated total energy**: -322.518922 Eh
**2S+1**: 1


# 3
This record from the OMol25 dataset describes an isolated molecule of C3H5NO2 in a non-equilibrium geometry. The level of theory is ωB97M-V/def2-TZVPD.

Positions of all 11 atoms, in Å:
C 0.309 1.219 0.149
C -1.092 -0.670 -0.063
C 0.380 -1.030 0.017
N 0.597 2.392 -0.112
O -1.197 0.750 -0.178
O 0.991 0.151 0.531
H -1.482 -1.198 -0.932
H -1.561 -1.095 0.840
H 0.643 -1.834 0.803
H 0.774 -1.223 -1.017
H 1.639 2.538 -0.039

Results
**Net charge**: 0
**HOMO-LUMO gap**: 11.100 eV
**SMILES string**: N=C1OCCO1
**Calculated total energy**: -322.495697 Eh
**2S+1**: 1